[1]
Molecular formula: C12H36O18PV
Method: DFT, ωB97M-V/def2-TZVPD

Each line ends with the Mulliken spin population.
CARTESIAN COORDINATES (ANGSTROEM)
C  12.4160  -7.3609  -33.8267  0.002
H  15.0513  -9.6619  -27.7912  0.000
H  10.3971  -1.4695  -32.5747  -0.001
C  11.3444  -3.0099  -33.6776  0.007
O  15.1864  -9.9646  -29.9433  0.000
O  14.4730  -0.2783  -30.0911  -0.003
H  9.2357  -1.4516  -23.8874  0.000
H  13.6849  -8.7817  -33.5538  0.000
H  10.5339  -3.4746  -34.2390  0.001
C  12.0127  -7.4587  -32.4174  -0.008
O  15.4967  -7.2329  -28.8676  -0.005
H  12.4521  -6.2780  -33.9458  -0.001
C  14.2642  -7.9147  -28.7660  0.003
H  7.9373  -3.1835  -24.2665  0.011
H  15.3481  -3.1804  -32.4071  0.001
H  15.3962  -6.5631  -29.5480  -0.002
C  14.5406  -9.4800  -28.7368  0.001
O  11.3125  -3.7033  -32.4302  0.090
H  13.7675  -7.5294  -27.8756  -0.003
H  10.6609  -2.4600  -22.7554  0.001
O  12.4241  -1.0706  -32.9423  0.001
H  17.0317  -5.4981  -32.3218  0.000
H  11.6538  -7.8097  -34.4637  0.000
H  11.1980  -0.8735  -29.2741  0.013
C  9.3828  -1.9933  -24.8218  0.012
H  12.7192  -1.5385  -32.1577  0.011
C  10.7023  -2.7978  -24.6533  -0.006
O  13.6708  -7.9334  -34.0030  0.000
H  10.7700  -1.1790  -34.2960  0.000
C  9.4049  -3.0384  -29.5745  -0.055
H  9.8251  -2.7301  -30.5319  0.011
O  15.8510  -4.9939  -30.5824  0.007
H  12.1033  -3.4163  -31.9677  -0.022
O  9.9193  -4.3676  -29.4241  -0.357
H  11.0515  -6.9595  -32.2948  0.007
O  10.8475  -3.2065  -23.3295  -0.001
H  16.1063  -9.6910  -29.9208  0.000
O  12.9454  -5.0625  -29.6543  0.132
O  11.2268  -1.7055  -28.7961  -0.130
O  11.9209  -8.8567  -31.9833  -0.003
V  12.6717  -3.5851  -29.1334  0.928
H  12.2827  -3.3477  -34.1176  -0.001
H  9.2775  -4.9663  -29.0351  0.103
H  9.7427  -2.3450  -27.5898  0.007
O  15.3359  -3.6808  -33.2263  0.000
O  12.4902  -3.8167  -27.5145  0.090
H  11.4891  -8.8316  -31.1263  0.000
H  8.3225  -3.0958  -29.6901  -0.015
H  10.7501  -3.7066  -25.2531  0.009
H  14.1247  -4.9534  -32.2477  -0.007
C  11.1608  -1.5495  -33.3483  -0.006
H  11.6076  -2.2087  -24.8002  -0.002
H  15.9112  -4.0442  -30.7084  0.000
H  9.5211  -1.2136  -25.5709  0.013
H  13.5415  -7.6962  -29.5522  -0.001
H  12.7428  -7.0725  -31.7062  0.007
O  13.2794  -2.5350  -30.8131  0.055
O  8.2233  -2.7955  -25.0967  -0.033
C  9.8747  -1.9858  -28.6104  0.126
H  15.7596  -6.6146  -31.7136  -0.002
O  15.8658  -2.2235  -31.0070  0.000
H  13.5887  -10.0000  -28.6293  0.001
C  16.0306  -5.5749  -31.8975  -0.005
H  14.9690  -5.5429  -33.8157  0.000
P  14.5515  -1.8382  -30.2542  0.008
C  15.0083  -4.9761  -32.8855  0.009
O  14.5669  -2.3861  -28.8350  -0.022
H  9.2025  -1.1402  -28.7563  0.025

Values from the calculation:
M in Da: 550.32
Spin multiplicity: 2
Net charge: -3
Highest occupied orbital energy (spin up / spin down) in eV: 3.463 / 2.342
Gap between HOMO and LUMO (spin up / spin down) in eV: 2.09 / 3.13
E_tot in eV: -84856.2161

[2]
Molecular formula: C13H32N12O11
Method: DFT, ωB97M-V/def2-TZVPD

Each line ends with the natural charge from an NBO analysis.
CARTESIAN COORDINATES (ANGSTROEM)
H  -3.2101  5.6885  -3.6038  0.409
H  6.1841  0.7718  -5.8195  0.404
H  0.9001  -2.2702  -5.6742  0.386
N  -5.4858  -3.8634  1.4648  -0.849
H  -0.1720  -3.3538  -4.8582  0.401
H  6.2556  0.8901  -2.2722  0.381
H  0.9863  -0.3755  -0.1925  0.256
N  3.1171  -2.7129  2.2601  -0.848
C  0.8889  -2.1784  -3.5784  0.770
H  -3.6088  3.6093  -0.1736  0.403
H  -4.1195  5.2598  -0.1976  0.392
H  5.7784  -2.8158  4.0641  0.405
C  3.8728  -2.5973  3.3917  0.777
H  -6.4384  -4.1635  1.3900  0.388
N  5.3608  0.7775  -2.7075  -0.850
C  -3.4343  2.0585  4.2200  -0.346
N  -3.4988  5.6585  -2.6446  -0.847
H  -5.7920  -0.7567  0.6962  0.412
H  -4.7837  -4.5312  1.7185  0.405
O  -3.2346  2.9663  1.8793  -0.528
H  4.5314  0.6815  -2.1331  0.444
N  0.1779  -2.1122  4.2097  -0.847
O  -1.1128  3.6361  1.4382  -0.535
H  -0.0740  -2.7798  4.9122  0.387
C  -1.3277  1.2666  -0.3001  -0.079
C  -3.3292  4.4765  -1.9784  0.776
O  -2.8495  3.4890  -2.5115  -0.673
N  6.3049  0.8121  -4.8260  -0.852
O  0.4029  -2.6369  -2.5549  -0.685
O  3.1650  0.9041  -0.8591  -0.640
H  -1.9172  -2.8550  1.8769  0.437
C  2.4459  1.1569  0.0791  0.827
H  2.1401  -2.4835  2.3301  0.423
N  5.2008  -2.8971  3.2495  -0.851
N  -1.4431  -2.9083  2.7628  -0.840
N  0.5184  -2.6294  -4.8209  -0.857
H  2.0943  2.3123  1.5256  0.491
H  5.6132  -3.1861  2.3839  0.387
N  -3.7281  4.4697  -0.6728  -0.842
O  -0.0580  -1.2310  2.1401  -0.714
H  0.3110  1.4469  -1.6353  0.237
H  -1.7601  -3.5705  3.4433  0.379
H  0.9445  -1.4882  4.3917  0.424
H  3.4863  -2.9950  1.3725  0.390
C  1.0473  0.6279  0.2139  -0.540
H  -3.7663  1.8025  5.1972  0.242
H  7.2262  0.9197  -4.4492  0.385
C  -1.8846  2.7360  1.4396  1.003
H  0.3710  2.6064  -0.2990  0.215
H  -1.9724  1.8309  -0.9715  0.221
N  1.8268  -1.1944  -3.5779  -0.847
N  -6.0641  -1.7048  0.8763  -0.845
C  -5.0756  -2.5791  1.2277  0.780
O  -1.6977  1.4808  1.0985  -0.505
H  -3.8874  6.4804  -2.2248  0.387
C  0.1253  1.5818  -0.5713  -0.421
O  2.8726  1.9830  1.0568  -0.668
H  0.7482  0.5945  1.2549  0.255
O  4.0629  0.5883  -4.5364  -0.702
H  -7.0282  -1.9615  0.7908  0.387
O  -3.9106  -2.2338  1.3219  -0.672
H  -1.4788  0.2033  -0.4556  0.222
H  2.1233  -0.8396  -2.6871  0.412
O  3.3953  -2.2427  4.4574  -0.685
C  5.1776  0.7196  -4.0505  0.779
C  -3.3328  2.4993  3.1153  0.295
C  -0.4266  -2.0364  2.9902  0.775
H  2.2449  -0.8024  -4.4034  0.415

Values from the calculation:
M in Da: 532.47
SMILES: C#COC(=O)OCCCC(=O)O.NC(N)=O.NC(N)=O.NC(N)=O.NC(N)=O.NC(N)=O.NC(N)=O
Highest occupied orbital energy in eV: -9.164
Gap between HOMO and LUMO in eV: 9.72
E_tot in eV: -54407.9235

[3]
Molecular formula: C4H7NO2
Method: DFT, ωB97M-V/def2-TZVPD

Each line ends with the Mulliken spin population.
CARTESIAN COORDINATES (ANGSTROEM)
C  -0.2014  -0.7239  0.6696  0.229
H  1.8433  -0.1206  0.0313  -0.056
H  -0.0230  -1.2015  -2.0964  0.018
C  0.4862  -0.3653  -1.6193  0.599
H  -0.3697  1.4195  -0.5934  -0.009
N  -0.4504  1.6347  0.4341  -0.003
C  -0.7913  0.5627  1.1613  0.086
H  -1.0044  2.4610  0.8502  0.019
O  -1.5118  0.5731  2.1420  -0.114
H  -1.1798  -1.1122  0.2277  0.065
H  1.4737  -1.7733  -0.2602  0.061
C  1.0361  -0.7865  -0.2507  -0.125
H  0.0573  -1.2794  1.5070  -0.029
O  0.6352  0.7118  -2.2033  0.260

Values from the calculation:
M in Da: 101.10
Spin multiplicity: 2
Relative energy (zero: lowest compared OMol25 entry of this formula, charge and spin) in kJ/mol: 66.9
Net charge: -1
Highest occupied orbital energy (spin up / spin down) in eV: 0.381 / -3.513
Gap between HOMO and LUMO (spin up / spin down) in eV: 3.82 / 7.57
E_tot in eV: -9845.5010

[4]
Molecular formula: C24H24F4N3O6Ru
Method: DFT, ωB97M-V/def2-TZVPD

Each line ends with the Mulliken spin population.
CARTESIAN COORDINATES (ANGSTROEM)
O  1.0447  0.1703  2.4651  0.143
C  3.8288  2.2791  -2.0221  0.058
C  0.1904  -3.1447  -1.4331  0.038
H  4.8122  2.5461  -2.3794  0.004
H  -2.2331  1.6688  0.9562  -0.006
C  -1.2086  1.8781  -0.9076  -0.039
C  1.6234  -0.7043  6.5507  -0.001
O  0.2473  -2.6672  1.9463  0.046
F  4.6392  0.3566  -0.9202  -0.001
C  -2.4513  -0.7464  -1.3996  -0.005
C  -3.2055  -2.0667  1.2971  0.025
F  2.1923  -0.2878  -0.0723  0.025
H  -3.3074  1.7485  -0.4425  0.008
H  -1.2245  -0.4247  9.6837  0.000
H  -3.6138  -0.8142  -3.1918  0.001
O  -1.3265  0.7021  7.9553  0.000
H  2.1530  -0.8731  4.4652  0.001
H  -0.1946  -5.2525  -1.5013  0.001
F  0.4506  3.5406  -2.2442  0.003
C  3.6186  1.1581  -1.2475  -0.027
H  1.5564  -4.9035  0.8764  0.001
N  -2.3605  -0.1264  -0.0524  0.053
C  -0.5228  0.3378  6.9075  0.001
H  -1.4169  1.7813  -1.9783  0.011
C  -3.4033  -0.6239  0.8743  -0.001
H  -2.3505  -1.8203  -1.2660  0.004
C  2.3597  0.8355  -0.8044  0.040
H  -4.3865  -0.4990  0.4094  0.001
H  -1.5707  -0.4476  -1.9644  0.005
H  -4.6081  -0.8794  -1.7435  0.000
C  -0.7611  0.4892  5.5709  0.002
H  1.5069  -4.8273  -1.5394  0.001
H  -3.9951  -2.3444  1.9965  0.000
N  0.0118  1.1609  -0.5490  0.320
O  0.0173  -2.7233  -2.5510  0.012
H  -0.4345  1.1934  9.7529  0.000
C  -2.3565  1.3448  -0.0786  0.040
C  2.7199  3.0401  -2.3226  -0.025
Ru  -0.1962  -0.4759  0.7541  3.916
H  -3.8923  0.6509  -2.2611  0.000
O  0.6122  -0.2775  8.7492  0.000
C  1.4520  2.7200  -1.8753  0.054
C  1.2148  1.5919  -1.0754  -0.002
C  0.5959  -4.6069  0.4577  0.003
C  0.6359  -0.2461  7.3848  0.002
C  -0.6322  0.3128  9.1420  0.000
H  -2.2575  -2.2111  1.8179  -0.011
H  -3.3747  0.0192  1.7522  0.006
C  1.4109  -0.5411  5.1777  0.003
H  -1.6751  0.9255  5.1924  0.002
N  0.0919  -2.3977  -0.2677  0.095
C  0.5525  -4.5862  -1.0728  0.006
H  2.5204  -1.1650  6.9395  0.000
H  -0.1656  -5.2424  0.9101  0.001
C  0.3080  -3.1713  0.8180  0.016
H  -1.1293  2.9460  -0.7028  0.019
C  0.2462  0.0398  4.7015  0.004
O  -1.1297  0.1714  2.7472  0.129
F  2.8564  4.1398  -3.0760  -0.001
C  0.0424  0.1565  3.2412  0.009
C  -3.7189  -0.4234  -2.1792  0.008
H  -3.2523  -2.7575  0.4534  0.002

Values from the calculation:
M in Da: 627.53
Spin multiplicity: 6
Relative energy (zero: lowest compared OMol25 entry of this formula, charge and spin) in kJ/mol: 0.0
Highest occupied orbital energy (spin up / spin down) in eV: -8.050 / -8.107
Gap between HOMO and LUMO (spin up / spin down) in eV: 8.70 / 6.97
E_tot in eV: -55483.3607

[5]
Molecular formula: C5H9NOS
Method: DFT, ωB97M-V/def2-TZVPD

Each line ends with the natural charge from an NBO analysis.
CARTESIAN COORDINATES (ANGSTROEM)
C  -1.3058  -0.1921  -0.4251  -0.163
N  -0.0748  -0.5960  -1.1205  -0.613
H  -1.0602  2.1754  -0.3819  0.223
H  0.3802  0.3992  -1.4728  0.374
H  0.2654  -2.0861  0.0560  0.201
H  -2.5077  1.3809  -1.2410  0.220
O  -0.6641  -0.0390  2.0917  -0.530
H  2.3258  -1.3701  -0.7678  0.227
H  -2.5246  1.4002  0.6774  0.246
H  2.2653  1.4397  1.2783  0.138
H  2.4535  -1.4763  0.9707  0.232
C  1.9906  -0.9061  0.1890  -0.463
H  -2.0905  -0.9528  -0.5841  0.221
C  -1.9315  1.3268  -0.2517  -0.638
C  -0.5727  -0.3281  0.8979  0.605
S  2.5687  0.9546  0.0832  -0.103
C  0.4826  -1.1303  0.0008  -0.176

Values from the calculation:
M in Da: 131.20
Relative energy (zero: lowest compared OMol25 entry of this formula, charge and spin) in kJ/mol: 383.3
SMILES: C[C@H]1N[C@@H](CS)C1=O
Highest occupied orbital energy in eV: -8.940
Gap between HOMO and LUMO in eV: 9.65
E_tot in eV: -19700.3312